8
Properties=species:S:1:pos:R:3:mulliken_spin:R:1 method="wB97M-V/def2-TZVPD" total_charge=+2 multiplicity=3 e_lumo_ev="-10.7 / -12.2" e_homo_ev="-18.58 / -19.92"
O 1.184 0.678 -1.073 0.50
C 0.651 -0.373 -0.483 0.00
C 2.172 0.513 0.672 -0.02
O -0.142 -1.230 -0.853 0.12
C 0.813 0.118 0.902 1.26
Yb -1.726 1.029 -0.165 0.04
H 2.623 1.409 1.111 0.05
H 2.952 -0.257 0.723 0.04

=====

8
Properties=species:S:1:pos:R:3:nbo_charge:R:1 method="wB97M-V/def2-TZVPD" e_lumo_ev=-0.8 smiles="O=CC(=O)C=O" e_homo_ev=-10.01
O -2.347 0.400 0.385 -0.45
C -1.198 0.523 0.726 0.34
C -0.099 0.306 -0.326 0.38
O -0.098 1.030 -1.294 -0.45
C 1.011 -0.753 -0.324 0.35
O 1.972 -0.687 0.396 -0.47
H -0.918 0.858 1.743 0.14
H 0.926 -1.491 -1.147 0.14

=====

8
Properties=species:S:1:pos:R:3:nbo_charge:R:1 method="wB97M-V/def2-TZVPD" e_lumo_ev=0.1 smiles="O=C[C@@H]1OC1=O" e_homo_ev=-10.71
C 0.599 0.891 -0.852 0.81
C -0.428 0.235 -0.003 -0.16
C -0.130 -0.956 0.769 0.39
O 1.545 1.576 -0.929 -0.50
O -0.268 0.176 -1.479 -0.42
O -0.518 -1.017 1.895 -0.48
H -1.270 0.833 0.327 0.23
H 0.469 -1.737 0.272 0.13

=====

9
Properties=species:S:1:pos:R:3:mulliken_spin:R:1 method="wB97M-V/def2-TZVPD" total_charge=+2 multiplicity=3 e_lumo_ev="-11.5 / -13.0" e_homo_ev="-19.58 / -19.53"
C -1.759 -0.677 -0.805 0.45
C -0.903 -1.418 -0.190 0.17
O 0.193 -1.348 0.341 0.35
C 0.949 0.820 0.288 0.03
O 0.108 1.442 -0.279 0.00
O 1.869 0.930 1.031 0.04
H -2.667 -0.988 -1.310 0.01
Pt 3.361 0.690 1.713 0.93
H -1.150 0.549 -0.788 0.03

=====

10
Properties=species:S:1:pos:R:3:nbo_charge:R:1 method="wB97M-V/def2-TZVPD" e_lumo_ev=-2.1 smiles="O=C(O)C(=S)C(=O)S" e_homo_ev=-10.01
C 0.482 0.689 -0.807 0.40
C 0.144 -0.060 0.460 -0.31
C -1.299 0.024 0.927 0.72
H 0.534 0.560 -3.194 0.17
H -0.692 -0.890 2.430 0.50
O 0.847 1.813 -0.819 -0.49
O -1.550 -0.641 2.034 -0.64
O -2.104 0.653 0.314 -0.51
S 0.305 -0.402 -2.230 -0.03
S 1.361 -0.734 1.295 0.19

=====

9
Properties=species:S:1:pos:R:3:mulliken_spin:R:1 method="wB97M-V/def2-TZVPD" total_charge=+2 multiplicity=7 e_lumo_ev="-9.6 / -9.6" e_homo_ev="-17.41 / -17.47"
O 3.698 -3.755 0.277 0.00
C 3.349 -2.666 0.258 0.00
O 3.018 -1.544 0.266 0.00
O -0.561 1.108 0.165 0.00
C -1.700 1.666 0.295 0.00
C -2.885 1.533 -0.309 0.00
H -3.682 2.257 -0.138 0.00
H -3.050 0.742 -1.054 0.00
Sm 1.814 0.658 0.241 6.00

=====

9
Properties=species:S:1:pos:R:3:mulliken_spin:R:1 method="wB97M-V/def2-TZVPD" total_charge=+1 multiplicity=5 e_lumo_ev="-4.3 / -4.2" e_homo_ev="-11.63 / -14.11"
C 2.440 -0.261 0.417 0.00
C 1.200 -0.629 0.533 0.00
O 0.026 -0.736 0.472 0.00
C -2.689 0.799 -1.196 -0.01
O -3.014 0.953 -2.291 0.01
O -2.129 0.606 -0.191 0.01
H 3.219 -0.850 0.903 0.00
V -1.703 -0.529 1.528 3.99
H 2.650 0.647 -0.175 0.00

=====

10
Properties=species:S:1:pos:R:3:nbo_charge:R:1 method="wB97M-V/def2-TZVPD" e_lumo_ev=0.2 smiles="Oc1oc(=S)oc1O" e_homo_ev=-8.64
C 0.278 0.170 0.746 0.42
C -0.286 1.107 -1.182 0.45
C -0.120 -0.802 -0.076 0.42
H 1.544 0.546 2.125 0.50
H -1.063 -2.445 -0.093 0.50
O 0.631 0.194 2.028 -0.65
O 0.192 1.373 0.050 -0.44
O -0.470 -0.215 -1.275 -0.44
O -0.148 -2.127 0.027 -0.64
S -0.557 2.199 -2.349 -0.11

=====

Listing energy relative to the best compared isomer or geometry (same formula, charge and spin) for the structures above in their given order: 262.1; 177.3; 176.5; 374.8; 10.1; 0.0; 8.3; 126.3 kJ/mol.